1.
13
Properties=species:S:1:pos:R:3:forces:R:3 method="wB97M-V/def2-TZVPD" homo_energy_ev=-9.820 molar_mass_da=85.1 charge=0
C 0.060 0.266 1.608 -0.048 -0.078 -0.009
C -0.065 -0.177 0.201 0.158 -0.663 0.375
C 0.880 -0.080 -0.967 0.159 -0.118 0.005
C -0.131 -1.143 -1.456 0.046 -0.488 -0.579
O -0.218 -1.868 -2.401 0.000 0.359 0.320
N -0.930 -1.030 -0.271 0.478 -0.177 0.137
H -0.910 0.317 2.107 0.107 -0.058 -0.113
H 0.632 -0.552 2.057 0.038 0.138 0.285
H 0.615 1.197 1.753 -0.103 -0.156 -0.210
H -1.010 1.691 -0.242 -0.491 0.480 -0.212
H 0.933 0.839 -1.564 -0.165 -0.102 0.352
H 1.884 -0.428 -0.723 0.069 -0.087 -0.274
H -1.434 1.094 -0.386 -0.248 0.949 -0.077

---

2.
36
Properties=species:S:1:pos:R:3:forces:R:3 method="wB97M-V/def2-TZVPD" homo_energy_ev=-12.764 molar_mass_da=196.3 charge=+1
C -1.068 2.215 -0.512 -1.413 2.997 -0.396
N -1.070 0.849 -0.108 1.507 -0.276 -0.556
C 0.022 0.124 -0.099 1.797 2.482 0.671
C 1.366 0.586 -0.115 -1.940 -5.857 0.200
N 1.854 1.734 -0.017 2.816 2.668 -0.138
N 2.709 2.460 0.040 -0.605 0.916 0.193
C 2.422 -0.699 0.110 0.211 3.717 1.761
C 2.162 -1.241 1.549 -0.399 4.273 -0.433
C 3.880 -0.180 0.063 -1.412 -3.872 -2.509
C 2.126 -1.610 -0.968 -0.259 -1.315 -3.806
C -2.309 0.121 -0.037 -2.927 -1.335 -0.243
C -2.459 -0.664 -1.358 -2.004 -0.840 -0.153
C -2.236 -0.658 1.299 -1.052 0.456 3.723
C -3.594 1.037 -0.004 1.215 -0.499 -3.447
H -1.365 2.398 -1.592 -0.250 -0.693 1.207
H -1.720 2.867 0.176 0.695 -1.232 -1.143
H -0.136 2.751 -0.502 0.757 -0.498 0.451
H 0.062 -0.931 0.093 -1.115 -0.292 -0.221
H 2.992 -1.508 2.139 1.269 -0.591 0.193
H 1.701 -0.347 2.106 0.352 -1.658 -0.439
H 1.510 -2.012 1.406 -1.968 -2.222 0.464
H 4.465 -1.113 -0.034 0.069 0.401 0.701
H 4.101 0.333 0.887 1.109 1.899 3.447
H 4.224 0.337 -0.780 -0.165 1.133 -1.538
H 1.264 -2.303 -1.010 0.097 0.545 0.851
H 2.983 -2.253 -1.059 0.354 -0.605 -0.266
H 2.043 -1.065 -1.965 0.343 -0.551 1.130
H -1.612 -0.405 -1.966 -0.039 0.007 -0.870
H -2.523 -1.771 -1.296 0.302 0.629 0.370
H -3.480 -0.364 -1.795 1.923 -0.451 0.051
H -1.835 0.153 2.090 -0.908 -1.835 -1.536
H -1.547 -1.536 1.431 -0.529 0.838 -0.747
H -3.261 -1.034 1.819 2.149 1.008 -1.818
H -4.489 0.423 -0.008 0.122 -0.186 -0.109
H -3.518 1.490 0.881 -0.332 2.393 3.492
H -3.663 1.818 -0.864 0.232 -1.552 1.466

---

3.
25
Properties=species:S:1:pos:R:3:forces:R:3 method="wB97M-V/def2-TZVPD" homo_energy_ev=-8.722 molar_mass_da=241.6 charge=0
C -1.123 1.031 0.206 1.318 1.192 -0.878
C 0.383 1.187 -0.005 1.170 -0.342 -1.227
C -0.486 -1.266 0.100 2.166 2.050 2.942
C 0.689 1.215 -1.508 1.129 3.035 -2.693
C 1.052 2.371 0.686 -1.039 -0.645 2.294
C 0.023 -2.137 -0.986 -0.189 -0.307 0.939
C -0.718 -1.979 1.452 1.684 -1.820 -1.418
N -1.462 -0.264 -0.282 0.108 -0.568 -0.844
N 0.859 -0.054 0.644 -3.279 -1.873 -0.681
Cl -3.078 -0.645 0.131 -0.289 -0.272 0.027
Br 2.542 -0.689 0.258 0.495 0.172 -0.185
H -1.417 1.214 1.195 -0.212 -0.005 1.881
H -1.570 1.815 -0.371 -0.680 0.302 -0.621
H 0.179 0.458 -2.080 -0.024 -0.405 -0.012
H 1.807 1.228 -1.790 -1.566 -0.548 0.927
H 0.405 2.234 -2.130 0.143 -2.103 2.073
H 1.470 1.876 1.641 -0.961 1.480 -0.882
H 0.330 3.229 0.832 0.852 -0.964 0.235
H 1.907 2.741 0.188 0.764 0.289 -0.905
H 1.002 -2.522 -0.621 -0.690 -0.039 -0.700
H 0.086 -1.557 -1.899 0.163 -0.396 -0.234
H -0.721 -2.950 -1.021 0.442 0.036 -0.550
H 0.241 -1.988 2.014 -0.398 -0.319 -0.626
H -1.035 -3.052 1.232 0.199 1.336 0.588
H -1.368 -1.494 2.115 -1.306 0.715 0.552

---

4.
77
Properties=species:S:1:pos:R:3:forces:R:3 method="wB97M-V/def2-TZVPD" homo_energy_ev=-8.163 molar_mass_da=531.3 charge=-1
B -0.299 0.285 -1.027 0.096 -0.916 -0.231
F -1.108 -0.389 -0.096 -0.430 -0.356 -0.360
F -0.756 0.156 -2.386 -0.088 0.255 0.898
F -0.208 1.584 -0.593 -0.119 1.481 -0.166
F 0.989 -0.266 -0.977 0.694 -0.410 -0.126
O 2.791 1.717 2.578 0.154 0.244 0.309
H 3.395 1.088 2.183 0.076 -0.169 -0.134
H 1.980 1.619 2.079 -0.303 -0.089 -0.269
O 3.536 1.597 -4.105 0.357 0.094 -0.154
H 3.288 1.051 -3.359 -0.185 -0.136 0.289
H 2.744 1.649 -4.639 -0.236 0.020 -0.063
O 1.720 -3.903 -4.108 -0.056 -0.307 -0.186
H 1.199 -3.183 -3.754 -0.205 0.258 0.195
H 2.618 -3.572 -4.109 0.220 0.078 0.026
O -1.181 6.375 -3.517 0.026 0.302 -0.065
H -0.727 5.713 -2.997 0.141 -0.196 0.171
H -1.870 5.891 -3.973 -0.164 -0.129 -0.092
C 6.273 -3.661 0.470 -0.335 -0.465 0.874
C 6.977 -4.107 -0.790 -0.009 1.597 -0.831
O 6.445 -3.387 -1.963 -0.733 -1.209 0.608
O 4.922 -4.079 0.644 0.006 0.213 -1.148
H 6.355 -2.576 0.531 0.047 0.124 0.318
H 6.656 -4.188 1.344 1.135 0.524 -0.039
H 6.906 -5.193 -0.846 0.000 0.061 -0.729
H 8.002 -3.737 -0.792 0.309 -0.706 0.762
H 7.084 -2.760 -2.310 0.117 -0.172 0.283
H 4.472 -3.801 -0.158 -0.564 0.036 -0.098
C -2.465 -5.835 -8.012 -0.148 0.132 0.523
C -2.898 -5.740 -6.545 -1.234 -0.073 -1.327
O -2.203 -6.685 -5.829 0.298 -1.183 1.208
O -2.935 -7.023 -8.704 -0.355 1.198 0.384
H -1.378 -5.892 -8.069 0.121 0.676 -0.116
H -2.914 -4.929 -8.420 0.328 -0.256 -1.022
H -3.970 -5.926 -6.620 -0.222 -0.927 0.464
H -2.941 -4.798 -6.000 0.835 0.660 -0.651
H -1.331 -6.304 -5.706 0.237 -0.227 0.255
H -2.840 -7.783 -8.124 0.164 0.020 0.304
C -0.530 -4.345 6.832 0.257 0.280 -2.623
C 0.518 -4.090 5.717 0.777 0.621 0.950
O 1.180 -5.262 5.335 -0.219 -1.596 0.238
O 0.029 -4.464 8.086 0.928 -0.212 1.007
H -1.011 -5.256 6.474 -0.608 -0.137 0.386
H -1.172 -3.468 6.756 -0.460 -0.119 0.140
H 1.275 -3.445 6.165 -0.044 0.587 -0.024
H 0.078 -3.591 4.854 -0.323 0.035 0.088
H 1.752 -5.198 4.567 -0.194 0.571 0.018
H -0.622 -4.326 8.778 -0.110 -0.021 -0.197
C -1.714 4.756 4.426 0.212 -2.034 -0.758
C -2.018 3.424 5.224 1.037 1.896 -1.560
O -3.234 3.614 5.848 -0.883 -0.244 1.050
O -2.339 4.782 3.166 -0.616 0.398 -0.423
H -0.636 4.842 4.291 0.194 0.353 0.255
H -2.154 5.621 4.923 0.394 0.040 0.421
H -1.145 3.278 5.861 -0.160 -0.264 0.655
H -2.099 2.570 4.551 0.100 0.052 -0.125
H -3.275 4.564 5.985 -0.484 -0.088 0.308
H -2.049 4.070 2.591 0.215 -0.142 0.142
C -7.199 1.049 1.030 0.487 0.870 -0.426
C -8.601 1.627 0.917 -0.401 -1.004 0.457
O -8.587 2.806 0.156 0.037 0.733 0.203
O -7.213 -0.288 0.657 -0.082 -1.254 -0.250
H -6.769 1.181 2.022 -0.304 -0.076 0.407
H -6.513 1.603 0.390 -0.209 0.309 -0.333
H -8.972 1.656 1.941 -0.176 1.233 0.341
H -9.352 0.959 0.495 0.599 -0.689 -0.493
H -9.453 2.934 -0.238 0.026 0.039 0.076
H -6.309 -0.557 0.479 0.047 -0.157 0.010
C 4.849 7.520 -1.392 -0.427 2.495 0.702
C 4.261 6.501 -0.449 1.450 -2.193 -2.465
O 2.954 6.640 -0.082 -2.032 1.701 1.383
O 3.959 7.910 -2.465 0.956 -0.965 0.591
H 5.869 7.298 -1.706 -0.409 -0.920 -0.653
H 5.075 8.443 -0.860 -0.268 0.407 0.531
H 4.937 6.270 0.375 0.154 0.098 0.070
H 4.116 5.657 -1.123 1.458 -0.898 -0.052
H 2.674 5.747 0.133 -0.452 0.189 0.068
H 3.114 7.958 -2.011 -0.443 0.056 -0.180

---

5.
18
Properties=species:S:1:pos:R:3:forces:R:3 method="wB97M-V/def2-TZVPD" s_squared=0.769 homo_energy_ev="-16.004 / -15.767" spin_multiplicity=2 molar_mass_da=101.1 charge=+1
C 1.379 0.097 -2.467 -0.944 -0.330 0.773
C 0.524 0.675 -1.328 2.182 0.716 -2.997
N 0.477 -0.105 -0.209 -1.498 0.738 2.493
C -1.766 0.360 0.623 -0.403 0.192 0.342
C -0.256 0.233 1.008 0.229 -0.716 -0.005
C 0.045 -0.831 2.054 0.153 -0.583 -0.060
O 0.032 1.780 -1.405 -0.444 -0.429 0.975
H 1.451 0.875 -3.216 0.093 -0.201 -0.219
H 0.870 -0.806 -2.820 -0.084 0.225 -0.408
H 2.354 -0.271 -2.148 0.128 0.371 0.218
H 0.860 -1.043 -0.236 0.222 -0.174 -0.177
H -2.309 0.521 1.557 0.147 -0.473 0.113
H -2.065 -0.563 0.135 -0.365 0.149 -0.064
H -1.985 1.270 0.069 0.325 -0.292 -0.508
H -0.025 1.219 1.420 0.466 0.205 -0.583
H 0.918 -0.565 2.641 -0.049 0.189 0.221
H -0.801 -1.041 2.704 -0.006 0.343 0.102
H 0.296 -1.805 1.619 -0.151 0.070 -0.217

---

6.
12
Properties=species:S:1:pos:R:3:forces:R:3 method="wB97M-V/def2-TZVPD" smiles="S[C@@H]1C=NNC1" homo_energy_ev=-9.093 molar_mass_da=102.2 charge=0
S 0.282 1.227 1.957 -0.011 0.443 -1.100
C 0.479 -0.161 0.778 -0.565 -0.429 -0.268
C 1.236 0.136 -0.502 1.209 0.475 -0.544
N 0.542 0.239 -1.575 -0.992 0.202 1.857
N -0.868 0.123 -1.181 2.190 1.184 -0.238
C -0.865 -0.544 0.120 -0.146 -1.686 -0.362
H -0.242 2.011 0.961 0.226 -0.161 0.746
H 0.906 -1.000 1.368 -0.219 0.575 -0.469
H 2.332 0.338 -0.574 -1.042 -0.347 0.223
H -1.225 -0.365 -1.973 -0.941 -0.585 -0.032
H -1.754 -0.384 0.741 0.290 0.360 -0.283
H -0.823 -1.620 -0.118 0.002 -0.030 0.471